Formula: C2H4P2
Source: the OMol25 dataset
Level of theory: ωB97M-V/def2-TZVPD

Results
* SMILES string: C#P.C=P
* electronic energy: -20712.34195 eV

XYZ file:
```
8
Properties=species:S:1:pos:R:3:forces:R:3
H -2.183546 2.418403 -0.599179 1.6 5.4 -1.2
H 1.027175 1.766424 1.581992 0.0 -0.5 -1.1
H 0.619694 0.735357 -1.772019 0.1 0.2 0.7
C -2.450257 1.521647 -0.379306 -2.3 -7.2 1.6
P -2.879047 0.059731 -0.075568 0.4 1.8 -0.3
C 0.643903 1.322927 -0.838468 0.1 1.3 0.0
P 1.186386 0.664562 0.592734 -0.2 0.4 0.2
H 0.359078 2.405687 -0.983492 0.2 -1.4 0.3
```
Forces are in eV/Å.

Here are the Löwdin charges for atoms 1 to 4, given in e:
1 H -0.16
2 H -0.14
3 H -0.01
4 C -0.52



Formula: C2H4S
Source: the OMol25 dataset
Level of theory: ωB97M-V/def2-TZVPD

Results
* SMILES string: C1CS1
* electronic energy: -12972.95998 eV

XYZ file:
```
7
Properties=species:S:1:pos:R:3:forces:R:3
H 0.007358 1.141245 -0.893481 -0.7 1.3 -2.3
H -0.113782 -1.219986 0.914341 0.5 -0.1 -0.4
H 0.090001 1.500307 0.861584 -0.3 -2.0 -1.0
S 1.884100 -0.000842 -0.002334 0.2 -0.2 0.0
C 0.218078 0.730665 0.014531 1.2 1.1 2.4
H -0.070771 -1.213280 -0.948753 0.3 0.3 0.7
C 0.256102 -0.744801 -0.001004 -1.2 -0.3 0.6
```
Forces are in eV/Å.

Here are the Löwdin charges for atoms 1 to 4, given in e:
1 H 0.01
2 H 0.07
3 H 0.10
4 S 0.74



The evaluated E_LUMO for the records listed, in turn: 0.0; 1.1 eV.